(1)
{"formula": "C4H6S", "method": "the ωB97M-V functional and the def2-TZVPD basis", "symbols": ["C", "C", "C", "C", "H", "H", "H", "H", "H", "H", "S"], "coordinates": [[-2.703, 0.128, -0.148], [-1.431, 0.408, 0.440], [1.445, 0.553, -0.356], [2.625, 0.174, 0.203], [-2.935, -0.569, -0.869], [-3.162, 1.263, -0.069], [-1.162, 1.090, 1.231], [1.463, 1.445, -1.093], [3.626, 0.434, -0.068], [2.486, -0.810, 0.721], [0.004, -0.652, -0.043]], "forces_ev_per_angstrom": [[4.02, 7.30, 3.91], [-1.77, -3.26, -2.86], [0.83, 0.32, -0.09], [-2.71, -2.26, -0.48], [-0.26, -1.28, -1.43], [-0.32, -3.51, -0.04], [-0.54, 0.59, -0.29], [-0.81, -1.62, 1.28], [0.20, 0.79, -0.06], [0.70, 1.09, 0.10], [0.65, 1.84, -0.06]], "charge": 0, "homo_ev": -8.496, "smiles": "C=CSC=C", "homo_lumo_gap_ev": 9.1}

=====

(2)
{"formula": "C10H17OP", "method": "the ωB97M-V functional and the def2-TZVPD basis", "symbols": ["C", "C", "C", "C", "C", "C", "C", "C", "C", "C", "O", "P", "H", "H", "H", "H", "H", "H", "H", "H", "H", "H", "H", "H", "H", "H", "H", "H", "H"], "coordinates": [[1.501, -0.509, 1.218], [0.729, -1.555, 0.941], [0.792, 1.342, -0.163], [0.306, -0.940, -1.346], [1.078, 0.288, -1.118], [1.915, 0.389, 0.178], [0.137, -1.824, -0.395], [3.386, 0.789, 0.128], [-0.752, -3.061, -0.461], [-2.733, 2.249, -0.188], [-2.448, -0.482, 0.088], [-2.791, 0.728, 0.858], [1.803, -0.298, 2.250], [0.450, -2.231, 1.766], [1.068, 2.456, -0.370], [-0.133, 1.202, 0.384], [-4.045, 0.823, 1.444], [-0.192, -1.295, -2.306], [1.547, 0.554, -2.037], [3.502, 1.688, 0.679], [3.820, 0.988, -0.789], [3.960, -0.037, 0.576], [-0.726, -3.112, -1.583], [-1.782, -2.866, -0.031], [-0.276, -3.872, 0.032], [-2.039, 3.051, 0.021], [-3.767, 2.773, -0.337], [-2.497, 1.939, -1.186], [-1.815, 0.822, 1.745]], "forces_ev_per_angstrom": [[0.19, -1.23, 0.94], [-0.75, -0.47, 0.56], [0.06, 3.09, 0.30], [-1.28, -0.93, -1.54], [0.80, -1.20, -1.23], [-0.16, 1.25, -1.64], [-0.19, -0.93, 3.38], [-1.15, -1.21, 1.91], [-0.18, 2.30, -1.83], [-2.40, 1.05, -0.13], [-0.84, -0.65, -0.40], [-0.06, 0.59, -2.78], [0.24, -0.22, -0.34], [0.01, 0.32, -0.44], [-0.59, -2.17, 0.07], [0.25, 0.23, 0.23], [-0.27, -0.08, 0.53], [0.92, 1.37, 0.76], [0.74, 0.64, -0.35], [0.41, 0.81, 0.98], [0.36, 0.17, -2.30], [-0.03, 0.44, 0.01], [-0.95, -1.21, 0.93], [1.26, -0.14, -0.69], [0.31, -0.94, 0.17], [0.32, -0.05, 0.63], [1.61, -1.06, 0.65], [0.31, -0.61, -0.58], [1.04, 0.86, 2.19]], "charge": 0, "homo_ev": -7.711, "smiles": "CC1=C[C@H]2C[C@@]2(C)C=C1.C[PH2]=O", "homo_lumo_gap_ev": 8.6}

=====

(3)
{"formula": "C5H8O2", "method": "the ωB97M-V functional and the def2-TZVPD basis", "symbols": ["C", "C", "C", "C", "O", "C", "O", "H", "H", "H", "H", "H", "H", "H", "H"], "coordinates": [[0.791, -0.584, -1.696], [0.647, -0.679, -0.235], [1.309, -0.301, 1.054], [0.191, -1.283, 0.822], [-0.807, 1.769, -0.609], [-1.727, 1.739, 0.170], [-1.932, 0.811, 1.098], [0.824, 0.451, -2.037], [-0.014, -1.111, -2.214], [1.742, -1.063, -1.948], [2.322, -0.670, 1.233], [1.117, 0.675, 1.510], [-0.402, -2.085, 1.232], [-1.225, 0.131, 0.996], [-2.525, 2.492, 0.207]], "forces_ev_per_angstrom": [[-0.04, -0.06, -0.04], [-0.07, -0.35, 0.26], [0.27, 0.19, 0.13], [0.12, -0.06, -0.34], [-0.41, 0.04, 0.33], [0.13, 0.24, -0.29], [0.13, -0.11, -0.05], [-0.01, -0.08, 0.13], [0.08, 0.05, 0.05], [-0.02, 0.05, -0.12], [-0.11, 0.03, 0.06], [-0.04, -0.17, -0.12], [0.05, 0.09, 0.02], [-0.13, 0.13, -0.01], [0.04, 0.02, -0.01]], "charge": 0, "homo_ev": -9.391, "smiles": "CC1=CC1.O=CO", "homo_lumo_gap_ev": 10.4}

=====

(4)
{"formula": "C2H5FN2OS", "method": "the ωB97M-V functional and the def2-TZVPD basis", "symbols": ["C", "C", "H", "H", "H", "H", "H", "N", "N", "O", "F", "S"], "coordinates": [[0.049, 0.016, -0.273], [0.256, 1.521, -0.186], [0.383, 0.090, 2.615], [-0.402, -1.614, 0.923], [-0.569, 2.062, 0.252], [0.398, 1.830, -1.212], [-0.527, -2.171, -2.865], [-0.063, -0.654, 0.937], [-0.012, -0.556, -1.424], [-0.420, 0.030, 2.091], [1.324, 1.708, 0.667], [-0.418, -2.261, -1.525]], "forces_ev_per_angstrom": [[-0.97, -0.62, 0.28], [-0.22, -1.41, -0.01], [0.30, 0.04, 0.02], [-0.07, 0.42, 0.10], [-0.50, -0.12, 0.08], [0.62, 0.46, -0.06], [-0.03, -0.23, 0.30], [0.44, -0.44, -0.61], [-0.11, -0.02, 0.54], [-0.49, 0.11, -0.25], [0.66, 0.56, -0.23], [0.36, 1.25, -0.16]], "charge": 0, "homo_ev": -8.653, "smiles": "ON/C(CF)=N\\S", "homo_lumo_gap_ev": 9.5}

=====

(5)
{"formula": "C7H13N", "method": "the ωB97M-V functional and the def2-TZVPD basis", "symbols": ["C", "C", "C", "C", "H", "H", "H", "H", "H", "H", "H", "H", "H", "H", "C", "N", "C", "C", "H", "H", "H"], "coordinates": [[-1.212, -0.616, 0.281], [-1.904, -0.510, -1.052], [-1.618, 0.425, 1.286], [-0.554, -1.732, 0.652], [0.410, 0.247, -0.602], [-2.979, -0.664, -0.941], [-1.522, -1.243, -1.758], [-1.763, 0.488, -1.468], [-1.192, 0.223, 2.264], [-1.266, 1.409, 0.959], [-2.699, 0.468, 1.386], [-0.488, -2.581, -0.012], [1.581, -1.203, 0.615], [-0.340, -1.930, 1.691], [2.331, -0.501, 0.082], [1.858, 3.044, -0.715], [1.745, 1.829, -0.659], [1.496, 0.572, -0.499], [2.197, 3.478, -1.569], [2.820, -1.101, -0.687], [3.099, -0.101, 0.744]], "forces_ev_per_angstrom": [[-0.96, -1.56, 0.83], [0.50, 0.22, -0.09], [0.71, 0.27, -0.22], [-1.39, 0.47, -0.12], [1.60, 0.84, -0.38], [0.01, 0.00, 0.12], [0.01, -0.04, -0.09], [-0.05, 0.06, -0.17], [0.08, -0.02, 0.11], [-0.13, 0.02, 0.10], [-0.19, -0.01, -0.09], [0.32, 0.02, -0.26], [1.60, 1.07, -0.51], [0.37, 0.19, 0.10], [-0.55, -1.14, 0.60], [0.20, 0.41, 0.29], [-0.03, 0.57, -0.35], [-1.99, -0.83, 0.05], [-0.06, -0.27, -0.09], [0.05, -0.04, -0.02], [-0.11, -0.24, 0.18]], "charge": 0, "homo_ev": -8.393, "smiles": "C=C(C)C.CC=C=N", "homo_lumo_gap_ev": 9.3}

=====

(6)
{"formula": "C2H4BrNO2", "method": "the ωB97M-V functional and the def2-TZVPD basis", "symbols": ["C", "C", "N", "O", "O", "Br", "H", "H", "H", "H"], "coordinates": [[0.866, -0.695, 0.384], [-0.420, -0.257, -0.204], [-0.685, 1.149, -0.073], [0.297, 1.819, 0.194], [-1.815, 1.555, -0.209], [-2.093, -1.215, -0.044], [1.050, -1.817, 0.365], [0.678, -0.509, 1.504], [1.720, 0.068, 0.111], [0.402, -0.099, -2.028]], "forces_ev_per_angstrom": [[0.80, 0.20, 2.64], [0.23, -1.16, -3.01], [0.15, 0.87, 0.17], [-0.13, 0.66, 0.01], [0.06, 0.41, -0.09], [1.50, -0.03, -0.16], [-0.04, 1.66, -0.68], [0.55, -0.22, -1.09], [-1.66, -2.13, 0.29], [-1.47, -0.25, 1.91]], "charge": 0, "homo_ev": [-9.780, -10.539], "homo_lumo_gap_ev": [8.3, 8.7]}

=====

It is found that the ΔE to the lowest compared entry with this formula, charge and spin values, taken in the order of the records, are 67.06; 31.83; 58.20; 7.83; 56.49; 161.71 kcal per mole.